1.
{"formula": "C5H11NO", "method": "ωB97M-V/def2-TZVPD", "symbols": ["C", "C", "C", "C", "N", "C", "O", "H", "H", "H", "H", "H", "H", "H", "H", "H", "H", "H"], "positions_angstrom": [[-0.619, -1.150, -1.507], [-0.038, -1.246, -0.100], [-0.020, 0.074, 0.694], [0.944, -0.026, 1.873], [0.333, 1.229, -0.122], [-0.600, 1.985, -0.755], [-1.804, 1.824, -0.677], [-1.677, -0.872, -1.490], [-0.091, -0.392, -2.097], [-0.512, -2.109, -2.027], [-0.616, -1.972, 0.488], [0.987, -1.640, -0.155], [-1.032, 0.282, 1.055], [0.683, -0.878, 2.510], [1.969, -0.190, 1.512], [0.934, 0.882, 2.482], [1.307, 1.405, -0.324], [-0.146, 2.793, -1.361]], "e_above_lowest_kj_mol": 23.43, "smiles": "CC[C@@H](C)NC=O", "lumo_energy_ev": 0.93, "total_energy_ev": -8901.454}



2.
{"formula": "CH2O3PS", "method": "ωB97M-V/def2-TZVPD", "symbols": ["C", "O", "O", "O", "P", "S", "H", "H"], "positions_angstrom": [[-0.720, -0.728, -0.440], [1.448, -0.066, 1.091], [-0.082, -1.749, -0.590], [-0.623, 2.069, -1.086], [-0.775, 1.079, 0.065], [-2.470, -0.554, -0.237], [1.890, 0.766, 0.683], [1.331, -0.816, 0.514]], "e_above_lowest_kj_mol": 132.92, "lumo_energy_ev": 3.71, "total_charge": -1, "total_energy_ev": -27337.588}



3.
{"formula": "C9H10N4S", "method": "ωB97M-V/def2-TZVPD", "symbols": ["C", "C", "C", "C", "C", "C", "C", "C", "C", "H", "H", "H", "H", "H", "H", "H", "H", "H", "H", "N", "N", "N", "N", "S"], "positions_angstrom": [[-1.800, -2.487, -0.041], [-2.179, -1.055, 0.008], [-3.316, 0.757, 0.239], [-2.040, 1.218, 0.326], [-1.377, 2.454, -0.092], [0.024, 0.288, -0.302], [2.583, -0.696, -0.814], [3.184, -0.224, 0.450], [3.488, 0.957, 0.950], [-0.931, -2.696, 0.614], [-2.639, -2.955, 0.368], [-1.795, -2.644, -1.175], [-4.194, 1.190, 0.370], [-2.210, 3.198, -0.200], [3.097, -1.534, -1.354], [2.507, 0.076, -1.584], [3.316, -0.992, 1.192], [3.685, 2.186, 0.709], [3.922, 0.876, 1.984], [-3.336, -0.626, 0.261], [-0.217, 2.521, -0.758], [0.569, 1.419, -0.742], [-1.300, 0.032, -0.078], [0.960, -1.263, -0.329]], "e_above_lowest_kj_mol": 472.94, "smiles": "C=CCSc1nncc2cnc(C)n12", "lumo_energy_ev": 0.09, "total_energy_ev": -26286.154}



4.
{"formula": "C22H14Cl4N12OSV", "method": "ωB97M-V/def2-TZVPD", "symbols": ["V", "Cl", "C", "C", "C", "Cl", "C", "C", "C", "C", "N", "C", "C", "O", "H", "H", "H", "H", "N", "C", "N", "N", "N", "N", "C", "N", "N", "N", "N", "H", "Cl", "C", "C", "C", "C", "C", "Cl", "C", "S", "H", "H", "H", "N", "C", "C", "C", "N", "C", "C", "H", "H", "H", "H", "H", "H"], "positions_angstrom": [[0.613, 0.075, -0.892], [0.017, -4.328, 0.317], [-1.364, -3.378, 0.787], [-2.472, -4.081, 1.271], [-3.614, -3.428, 1.636], [-4.991, -4.350, 2.215], [-3.683, -2.015, 1.571], [-4.819, -1.260, 1.943], [-4.764, 0.105, 1.920], [-3.547, 0.716, 1.548], [-2.495, 0.040, 1.170], [-2.546, -1.307, 1.125], [-1.352, -1.986, 0.622], [-0.393, -1.354, 0.105], [-2.409, -5.158, 1.345], [-5.722, -1.782, 2.241], [-5.622, 0.714, 2.181], [-3.449, 1.796, 1.566], [2.584, 0.104, -3.754], [1.699, -0.948, -3.608], [1.603, -1.924, -4.499], [0.677, -2.743, -3.960], [0.257, -2.291, -2.841], [0.889, -1.123, -2.567], [2.528, 1.281, -3.033], [3.224, 2.365, -3.370], [2.922, 3.242, -2.394], [2.107, 2.718, -1.552], [1.822, 1.450, -1.922], [2.997, 0.183, -4.671], [0.153, 1.615, 1.008], [-0.971, 2.831, 0.407], [-1.183, 3.902, 1.245], [-2.071, 4.899, 0.864], [-2.717, 4.780, -0.358], [-2.472, 3.689, -1.167], [-3.346, 3.633, -2.680], [-1.591, 2.643, -0.844], [-1.348, 1.285, -1.881], [-0.653, 3.949, 2.183], [-2.253, 5.752, 1.504], [-3.411, 5.535, -0.700], [5.324, -1.925, 2.667], [4.393, -1.465, 1.727], [4.281, -0.107, 1.437], [3.299, 0.328, 0.582], [2.405, -0.487, -0.004], [2.578, -1.803, 0.200], [3.519, -2.319, 1.062], [6.146, -1.340, 2.707], [5.593, -2.885, 2.501], [4.958, 0.616, 1.872], [3.192, 1.379, 0.332], [1.911, -2.447, -0.357], [3.564, -3.391, 1.196]], "e_above_lowest_kj_mol": 37.68, "multiplicity": 2, "lumo_energy_ev": [4.12, 4.12], "total_charge": -2, "total_energy_ev": -129585.873, "s_squared": 0.80}



5.
{"formula": "C29H31N8OPdS", "method": "ωB97M-V/def2-TZVPD", "symbols": ["Pd", "C", "C", "C", "C", "C", "N", "C", "C", "C", "C", "C", "C", "C", "N", "C", "C", "C", "N", "C", "C", "N", "C", "C", "C", "N", "H", "H", "H", "H", "H", "H", "H", "H", "H", "H", "H", "H", "H", "H", "H", "H", "H", "H", "O", "N", "C", "C", "C", "C", "C", "H", "H", "H", "H", "H", "S", "C", "N", "C", "C", "C", "N", "H", "H", "H", "H", "H", "H", "H", "H"], "positions_angstrom": [[0.134, 0.194, 0.169], [1.810, 0.546, -6.776], [1.558, 0.091, -5.375], [2.440, -0.773, -4.721], [2.219, -1.157, -3.421], [1.093, -0.696, -2.695], [0.929, -1.049, -1.395], [1.427, -2.277, -0.977], [1.094, -3.445, -1.671], [1.535, -4.677, -1.240], [2.338, -4.791, -0.105], [2.797, -6.128, 0.389], [2.696, -3.629, 0.575], [2.259, -2.384, 0.152], [2.764, -1.217, 0.800], [3.797, -1.143, 1.666], [3.974, 0.178, 2.010], [2.988, 0.860, 1.295], [2.269, 0.016, 0.558], [0.210, 0.193, -3.363], [0.448, 0.565, -4.667], [-0.982, 0.646, -2.750], [-2.163, 0.822, -3.380], [-3.018, 1.445, -2.508], [-2.269, 1.612, -1.345], [-1.030, 1.137, -1.484], [2.511, -0.111, -7.285], [2.235, 1.552, -6.771], [0.885, 0.585, -7.351], [3.318, -1.133, -5.240], [2.932, -1.793, -2.916], [0.444, -3.363, -2.532], [1.245, -5.568, -1.782], [2.848, -6.851, -0.423], [2.099, -6.516, 1.134], [3.777, -6.063, 0.858], [3.329, -3.717, 1.446], [4.355, -2.014, 1.956], [4.734, 0.584, 2.653], [2.776, 1.917, 1.253], [-0.237, 1.246, -5.154], [-2.301, 0.481, -4.391], [-4.040, 1.728, -2.681], [-2.573, 2.073, -0.424], [-1.843, 0.578, 1.302], [-2.092, 1.603, 2.056], [-3.103, 1.453, 3.060], [-3.139, 2.326, 4.080], [-2.192, 3.390, 4.174], [-1.220, 3.545, 3.140], [-1.166, 2.688, 2.105], [-3.767, 0.622, 2.884], [-3.916, 2.227, 4.825], [-2.248, 4.101, 4.983], [-0.540, 4.385, 3.156], [-0.557, 2.800, 1.216], [0.117, -1.238, 2.387], [0.136, -0.424, 3.898], [0.988, 0.561, 4.168], [1.139, 1.161, 5.492], [-0.191, 1.107, 6.220], [-0.720, -0.317, 6.213], [-0.704, -0.832, 4.844], [1.620, 0.806, 3.424], [1.484, 2.185, 5.361], [1.904, 0.617, 6.053], [-0.904, 1.768, 5.729], [-0.067, 1.448, 7.247], [-1.749, -0.355, 6.568], [-0.119, -0.963, 6.858], [-1.296, -1.608, 4.593]], "multiplicity": 6, "lumo_energy_ev": [-4.63, -7.39], "total_charge": 2, "total_energy_ev": -58840.931, "s_squared": 8.83}